Entry P
Here is a cluster of 8 separate species, H16O8 in total from the Open Molecules 2025 dataset. Energies are from wB97M-V/def2-TZVPD.

## Properties
LUMO (eV): -0.576
Structure (SMILES): O.O.O.O.O.O.O.O
Orbital gap (eV): 10.0

```
! wB97M-V def2-TZVPD RIJCOSX def2/J DEFGRID3
* xyz 0 1
O 0.954 -2.862 1.815
O -2.531 -2.007 1.116
O 0.894 2.616 -2.006
O -2.416 -0.190 -0.976
O 0.122 0.755 -0.295
O 0.793 -1.913 -0.714
O 2.305 3.318 0.385
O 0.132 0.948 2.473
H -3.319 -0.466 -1.171
H 0.880 1.502 2.724
H 3.005 3.496 -0.214
H -2.467 -1.280 0.437
H -1.931 -0.377 -1.795
H 1.771 -1.999 -0.803
H -0.854 0.737 -0.303
H 0.397 -2.274 2.302
H 0.920 -2.514 0.924
H -2.556 -2.820 0.676
H 0.355 0.677 1.593
H 0.564 1.931 -1.433
H 0.450 -2.626 -1.266
H 1.585 3.299 -0.273
H 0.650 2.208 -2.860
H 0.298 -0.160 -0.335
*
```

---

Entry Q
Here is a structure of composition H16O8 from the Open Molecules 2025 dataset. Energies are from wB97M-V/def2-TZVPD.

## Properties
LUMO (eV): -1.315
Orbital gap (eV): 8.3

```
! wB97M-V def2-TZVPD RIJCOSX def2/J DEFGRID3
* xyz 0 1
O -0.596 1.692 -0.487
O -0.188 -2.367 -1.686
O -2.067 0.442 -1.616
O -1.474 0.734 1.730
O -0.142 -0.451 -0.267
O 3.021 -0.207 -0.543
O -1.099 -1.493 1.623
O 1.527 0.133 0.911
H -0.376 -2.119 1.623
H -1.565 1.184 0.890
H 2.685 0.685 -0.448
H -1.108 1.394 2.318
H -2.074 -0.429 -1.218
H -0.857 -0.847 0.959
H 1.810 0.988 0.586
H 1.022 0.332 1.700
H -1.015 2.543 -0.357
H -0.077 -1.708 -1.000
H -1.559 0.979 -1.008
H 0.249 -3.146 -1.343
H 3.217 -0.291 -1.477
H 0.763 -0.315 0.015
H -0.431 0.410 -0.568
H 0.335 1.857 -0.336
*
```

---

Which structure is most stable? entry P, by 0.2510 hartree over the runner-up.

---

Entry P
Here is the ion C8H16NS with charge +1 from the Open Molecules 2025 dataset. Energies are from wB97M-V/def2-TZVPD.

## Properties
LUMO (eV): -4.465
Structure (SMILES): CC[C@@H](C)[C@H]1C=[NH+]C[C@@H]1S
Orbital gap (eV): 8.6

```
! wB97M-V def2-TZVPD RIJCOSX def2/J DEFGRID3
* xyz 1 1
S 1.912 1.793 1.491
N 0.462 1.555 -2.074
C 0.087 -2.593 -0.651
C -0.937 -0.446 0.496
C -0.936 -1.993 0.320
C 0.595 1.727 0.235
C -1.004 -0.120 1.990
C 1.255 2.266 -1.036
C 0.232 0.258 -0.194
C -0.096 0.506 -1.622
H -0.262 -3.572 -0.957
H 1.270 1.222 2.515
H -1.104 0.948 2.153
H -0.132 -0.518 2.493
H -1.895 -0.591 2.384
H 1.052 -2.749 -0.185
H 1.020 3.319 -1.138
H -0.283 2.294 0.503
H 0.224 -2.027 -1.568
H 0.351 1.864 -3.035
H -0.761 -2.449 1.285
H -1.858 -0.067 0.060
H -1.924 -2.293 -0.011
H 2.314 2.068 -1.115
H -0.765 -0.130 -2.177
H 1.181 -0.272 -0.161
*
```

---

Entry Q
Here is the ion C8H16NS with charge +1 from the Open Molecules 2025 dataset. Energies are from wB97M-V/def2-TZVPD.

## Properties
LUMO (spin up / spin down) (eV): -4.489 / -4.489
Orbital gap (spin up / spin down) (eV): 8.8 / 8.8

```
! wB97M-V def2-TZVPD RIJCOSX def2/J DEFGRID3
* xyz 1 1
S 1.577 -2.206 0.333
N 0.385 0.444 0.332
C -0.887 -0.609 -1.529
C 2.216 -0.863 -0.746
C -1.971 0.033 0.632
C -1.181 1.815 -0.951
C 1.661 0.512 -0.347
C -0.901 0.413 -0.395
C 0.694 -1.105 2.800
C 0.954 -1.294 1.548
H -2.942 -0.021 0.150
H 1.241 -1.653 3.558
H 3.302 -0.867 -0.704
H -0.453 2.099 -1.710
H -1.165 2.565 -0.162
H 1.608 1.113 -1.263
H 1.908 -1.162 -1.748
H 2.371 0.992 0.333
H -1.873 -0.639 -1.985
H -2.032 0.773 1.427
H -0.065 -0.436 3.167
H -1.753 -0.940 1.066
H -0.176 -0.334 -2.302
H -0.668 -1.607 -1.161
H 0.317 1.142 1.067
H -2.165 1.836 -1.409
*
```

---

Which structure is most stable? entry P, by 0.0507 hartree over the runner-up.

---

Entry P
Here is the molecule C2H5NSi from the Open Molecules 2025 dataset. Energies are from wB97M-V/def2-TZVPD.

## Properties
LUMO (eV): 0.744
Structure (SMILES): C#C[SiH2]N
Orbital gap (eV): 10.3

```
! wB97M-V def2-TZVPD RIJCOSX def2/J DEFGRID3
* xyz 0 1
Si 0.849 0.616 0.178
N -0.318 1.674 -0.485
C -0.917 -2.297 0.425
C -0.107 -1.392 0.495
H -1.224 1.952 -0.193
H 1.493 1.056 1.432
H -0.349 1.761 -1.444
H 1.778 -0.110 -0.699
H -1.207 -3.259 0.289
*
```

---

Entry Q
Here is a cluster of 2 separate species, C2H5NSi in total from the Open Molecules 2025 dataset. Energies are from wB97M-V/def2-TZVPD.

## Properties
LUMO (eV): -0.485
Orbital gap (eV): 8.2

```
! wB97M-V def2-TZVPD RIJCOSX def2/J DEFGRID3
* xyz 0 1
Si -0.490 0.007 -1.365
N 0.255 -0.688 0.018
C 0.643 0.635 2.183
C 0.593 0.074 1.079
H -1.960 -0.323 -1.258
H -0.117 -2.093 0.320
H 1.058 1.376 2.798
H 0.134 -0.576 -2.501
H -0.116 1.587 -1.275
*
```

---

Which structure is most stable? entry P, by 0.0729 hartree over the runner-up.

---

Entry P
Here is the molecule C2H5NSi from the Open Molecules 2025 dataset. Energies are from wB97M-V/def2-TZVPD.

## Properties
LUMO (eV): 0.940
Structure (SMILES): C#C[SiH2]N
Orbital gap (eV): 10.8

```
! wB97M-V def2-TZVPD RIJCOSX def2/J DEFGRID3
* xyz 0 1
Si 0.519 -0.819 0.040
N 1.564 0.619 0.053
C -2.316 0.258 0.046
C -1.263 -0.312 -0.109
H 1.281 -1.475 -1.048
H 1.367 1.421 0.636
H 0.389 -1.562 1.283
H -3.214 0.800 -0.062
H 1.673 1.069 -0.838
*
```

---

Entry Q
Here is a cluster of 2 separate species, C2H5NSi in total from the Open Molecules 2025 dataset. Energies are from wB97M-V/def2-TZVPD.

## Properties
LUMO (eV): -1.215
Orbital gap (eV): 7.9

```
! wB97M-V def2-TZVPD RIJCOSX def2/J DEFGRID3
* xyz 0 1
Si 1.755 0.321 -0.357
N -1.299 0.635 1.047
C -0.130 0.211 -1.052
C -1.150 0.316 -0.036
H -0.327 0.997 -1.762
H 0.294 -1.676 1.688
H -0.246 -1.420 1.285
H -0.289 -0.715 -1.555
H 1.392 1.330 0.742
*
```

---

Which structure is most stable? entry P, by 0.0935 hartree over the runner-up.

---

Entry P
Here is a cluster of 2 separate species, C2H5NSi in total from the Open Molecules 2025 dataset. Energies are from wB97M-V/def2-TZVPD.

## Properties
LUMO (spin up / spin down) (eV): -2.326 / -2.912
Orbital gap (spin up / spin down) (eV): 6.2 / 5.0

```
! wB97M-V def2-TZVPD RIJCOSX def2/J DEFGRID3
* xyz 0 1
Si -1.179 0.881 0.498
N 0.107 1.670 1.438
C 0.604 -1.174 -1.745
C 0.914 -2.356 -1.656
H 0.934 1.745 0.830
H 0.816 -3.346 -1.633
H -1.332 1.937 -0.556
H -1.293 -0.469 0.555
H 0.430 1.113 2.270
*
```

---

Entry Q
Here is the molecule C2H5NSi from the Open Molecules 2025 dataset. Energies are from wB97M-V/def2-TZVPD.

## Properties
LUMO (eV): 0.450
Structure (SMILES): [H]/N=C1/C[SiH2]1
Orbital gap (eV): 9.0

```
! wB97M-V def2-TZVPD RIJCOSX def2/J DEFGRID3
* xyz 0 1
Si -0.890 -0.064 -1.015
N 1.231 1.168 0.945
C 0.417 0.554 0.234
C 0.085 -0.860 0.336
H -0.513 -0.239 -2.418
H 1.361 2.163 0.701
H 0.935 -1.522 0.074
H -0.232 -1.194 1.317
H -2.394 -0.006 -0.174
*
```

---

Which structure is most stable? entry Q, by 0.1359 hartree over the runner-up.